Formula: C27H70AsBF6N4NaO
Source: the OMol25 dataset
Level of theory: ωB97M-V/def2-TZVPD

Cartesian coordinates (Å):
Na  1.05676  -2.77660  -2.44399
B  3.69382  -3.92707  -1.86360
H  3.68611  -4.38731  -2.93667
H  4.39671  -4.58875  -1.21712
H  4.10311  -2.84053  -1.98770
H  2.64557  -3.87564  -1.38127
As  0.26967  -1.56029  0.88889
F  0.43188  -3.30966  1.10196
F  1.64540  -1.27380  1.94731
F  0.19480  0.15871  0.55818
F  -1.05297  -1.83982  -0.22783
F  -0.83829  -1.48778  2.22110
F  1.43374  -1.77641  -0.40891
C  -1.57288  -3.00036  -4.19929
C  -1.96693  -3.90191  -3.04912
N  -0.80571  -4.62851  -2.48530
C  -1.22838  -5.24612  -1.23162
C  -0.11838  -6.01199  -0.53331
C  -0.32651  -5.66760  -3.45610
C  1.22113  -5.55920  -3.50369
H  -0.94447  -2.16417  -3.87565
H  -2.44935  -2.55919  -4.67610
H  -0.98703  -3.51765  -4.96081
H  -2.42235  -3.31861  -2.24560
H  -2.70649  -4.68980  -3.26065
H  -1.59483  -4.50693  -0.51791
H  -2.07457  -5.94617  -1.36760
H  0.23865  -6.97697  -0.91132
H  0.76217  -5.37292  -0.64263
H  -0.37163  -6.25252  0.49874
H  -0.75170  -5.57303  -4.45643
H  -0.62252  -6.68106  -3.17168
H  1.51356  -6.53381  -3.91407
H  1.72518  -5.40153  -2.56053
H  1.56264  -4.83271  -4.24339
C  5.85834  3.22059  0.44684
C  5.69544  1.71634  0.20033
N  4.65848  0.95306  0.89515
C  3.32956  1.38528  0.46200
C  3.07223  1.17646  -1.02985
C  4.74070  1.20624  2.34524
C  6.07154  0.86226  3.02586
H  4.92726  3.76196  0.25492
H  6.62139  3.66063  -0.19900
H  6.20018  3.46879  1.45307
H  5.72255  1.44441  -0.85545
H  6.64753  1.29516  0.54225
H  2.63062  0.73483  0.99446
H  3.04234  2.40660  0.75699
H  3.52710  2.01593  -1.56733
H  3.45767  0.23451  -1.41093
H  1.99635  1.29851  -1.16584
H  3.91214  0.68965  2.83216
H  4.54643  2.27202  2.54307
H  6.18506  -0.22387  3.08216
H  6.06874  1.22189  4.05475
H  6.96477  1.21026  2.51245
C  -0.22733  3.43811  0.51517
C  -1.59797  4.08949  0.73531
N  -1.70128  5.53471  0.95531
C  -0.97534  5.87782  2.21357
C  -1.65144  7.06521  2.90953
C  -1.25520  6.28076  -0.21077
C  -2.44830  6.52959  -1.14783
H  0.50194  3.39190  1.32382
H  0.38447  3.87453  -0.28872
H  -0.44684  2.46974  0.06111
H  -2.15774  3.92431  -0.19132
H  -2.10355  3.50627  1.50461
H  -1.13465  5.04512  2.89859
H  0.08903  6.01342  2.00960
H  -2.73009  7.00895  3.03864
H  -1.23123  6.98526  3.92049
H  -1.43357  8.03548  2.46195
H  -0.48854  5.78429  -0.81463
H  -0.89822  7.27096  0.08162
H  -3.31500  7.03884  -0.73007
H  -2.84441  5.58990  -1.54074
H  -2.05474  7.09995  -1.99665
C  -4.14628  1.45839  0.30443
C  -3.63735  0.11396  -0.22734
N  -4.55591  -0.39510  -1.27368
C  -4.56139  -1.87259  -1.24124
C  -5.38995  -2.44298  -0.09523
C  -4.05328  0.08262  -2.55958
C  -5.06317  -0.08196  -3.71471
H  -4.23894  2.13558  -0.54253
H  -3.60527  1.80831  1.17860
H  -5.14567  1.19152  0.66033
H  -2.62158  0.17016  -0.63403
H  -3.57558  -0.53771  0.64339
H  -4.69299  -2.34960  -2.21214
H  -3.51378  -2.10638  -0.98468
H  -4.91612  -2.18484  0.85124
H  -6.46194  -2.25893  -0.06034
H  -5.28322  -3.53447  -0.12641
H  -3.11096  -0.41649  -2.83364
H  -3.85239  1.14376  -2.40787
H  -4.94122  -1.06429  -4.16839
H  -4.74769  0.61293  -4.50229
H  -6.07701  0.23188  -3.48244
C  1.18877  0.56832  4.81594
C  1.64324  -0.34930  5.92841
O  1.78964  0.02286  7.07328
C  1.68373  -1.84736  5.65474
H  0.82108  -0.00011  3.96855
H  1.86147  1.39154  4.58061
H  0.36946  1.09315  5.32212
H  0.63415  -2.15640  5.69553
H  2.32128  -2.33890  6.38150
H  1.97649  -2.12595  4.63965

HOMO	-5.797	eV
charge	-1
multiplicity	1

Results of the Mulliken charge analysis, in e, for atoms 1 through 6:
1 Na 0.69
2 B 0.25
3 H -0.17
4 H -0.23
5 H -0.25
6 H -0.61